[1]
Here is a cluster of 14 separate species, C28H84O14S14 in total from the Open Molecules 2025 dataset. Energies are from the ωB97M-V functional and the def2-TZVPD basis.

Calculated values
max |F|	3.56	eV/A
ΔE to the lowest compared entry with this formula, charge and spin	104.9	kcal per mole
multiplicity	1
net charge	0
total energy	-7744.56512	hartree
HOMO-LUMO gap	7.43	eV

Atoms and positions in Å:
C -0.57668 -2.98999 -7.27410
S -0.33324 -1.22614 -7.75366
O -1.10454 -1.15255 -9.02214
C -1.35010 -0.40418 -6.41326
H -1.41912 -3.23834 -6.62856
H 0.37593 -3.33687 -6.87373
H -0.67960 -3.48262 -8.24097
H -1.37853 0.67170 -6.58577
H -0.95710 -0.57706 -5.41137
H -2.38464 -0.71139 -6.56639
C 0.62564 4.69273 4.80942
S 0.98605 6.03881 5.93604
O 0.50828 7.30859 5.21509
C -0.10346 5.79618 7.50128
H -0.37411 4.93946 4.45205
H 0.80821 3.76144 5.34557
H 1.26444 4.69847 3.92624
H -1.15816 5.81400 7.22674
H 0.05379 6.55223 8.27054
H 0.16499 4.76780 7.74308
C 5.38880 2.82479 0.73715
S 3.61289 2.46555 0.38869
O 3.60039 0.98307 0.57534
C 4.03803 2.65199 -1.37683
H 5.52637 2.94419 1.81182
H 5.69770 3.76955 0.28981
H 6.06646 2.08006 0.31971
H 3.14852 2.69468 -2.00535
H 4.72769 1.87658 -1.71030
H 4.59230 3.56514 -1.59371
C 3.32691 -5.85988 0.22094
S 2.83347 -4.60222 -1.10858
O 1.31324 -4.48806 -0.97172
C 3.18567 -5.52508 -2.59522
H 4.39903 -6.05225 0.18021
H 2.80415 -6.81624 0.23487
H 3.04500 -5.39639 1.16635
H 4.22491 -5.84769 -2.65848
H 2.89625 -4.93537 -3.46503
H 2.52042 -6.38619 -2.53178
C -5.90460 -1.60011 -3.22985
S -7.50481 -0.80251 -2.99536
O -7.16783 0.68223 -3.07205
C -8.18581 -1.26793 -4.62878
H -6.02116 -2.68155 -3.30058
H -5.29919 -1.38675 -2.34891
H -5.38059 -1.21237 -4.10344
H -8.10575 -2.35192 -4.54721
H -7.55698 -0.87602 -5.42820
H -9.24585 -1.11674 -4.83262
C -0.11090 4.36436 -2.21760
S -0.54898 6.09653 -2.63511
O 0.74028 6.88374 -2.60006
C -0.82407 5.83211 -4.42329
H 0.56458 3.82573 -2.88220
H -1.07557 3.87642 -2.35700
H 0.32314 4.33595 -1.21815
H -0.93492 6.79164 -4.92839
H -1.78541 5.35722 -4.61930
H -0.03959 5.29166 -4.95301
C 8.25652 -2.97819 1.58792
S 6.41449 -2.73793 1.77854
O 6.30199 -2.07089 3.11414
C 6.33419 -1.29111 0.62630
H 8.61899 -3.18251 0.58046
H 8.53933 -3.83595 2.19814
H 8.77348 -2.18625 2.12984
H 5.89386 -0.49931 1.23233
H 5.57712 -1.49868 -0.12992
H 7.26241 -0.91046 0.20014
C 3.19537 0.93113 -4.09317
S 3.84538 2.22433 -5.23189
O 4.31762 3.31580 -4.27170
C 5.39179 1.21583 -5.54557
H 4.02076 0.62879 -3.44864
H 2.90676 0.10824 -4.74713
H 2.31520 1.15106 -3.48899
H 6.15965 1.58197 -4.86408
H 5.72438 1.45080 -6.55664
H 5.22662 0.13843 -5.53919
C 1.02475 0.78756 4.17433
S 2.71396 1.10177 3.43447
O 3.57104 1.58430 4.59725
C 3.09985 -0.64998 2.99689
H 0.31352 1.60754 4.07487
H 1.19904 0.48588 5.20714
H 0.62814 -0.12369 3.72664
H 4.08906 -0.71600 2.54390
H 2.39297 -0.94880 2.22285
H 3.16840 -1.24777 3.90577
C -6.41910 3.08768 1.40391
S -4.70953 3.06002 0.74665
O -3.85515 2.14027 1.56162
C -5.04025 2.29705 -0.96614
H -6.84821 4.07153 1.59369
H -6.40809 2.65871 2.40589
H -7.22075 2.54477 0.90321
H -4.04857 2.05546 -1.34861
H -5.65973 2.86480 -1.66042
H -5.51742 1.33428 -0.78316
C -0.29287 0.83597 0.49479
S -0.75904 0.01079 -1.12666
O -0.42159 1.08541 -2.14803
C 0.79427 -0.99443 -1.08508
H 0.60211 1.39911 0.23023
H -0.09498 0.09112 1.26560
H -1.04664 1.55979 0.80468
H 1.09082 -1.10601 -2.12801
H 0.54508 -1.98735 -0.71076
H 1.63051 -0.53461 -0.55840
C -5.38650 -3.32780 3.72440
S -6.04092 -1.61677 3.78740
O -6.89397 -1.69953 5.00495
C -4.51514 -0.63245 4.16838
H -4.34131 -3.33634 3.41520
H -5.93506 -3.99400 3.05855
H -5.16754 -3.89640 4.62820
H -3.91526 -1.08684 3.37985
H -4.10567 -0.75196 5.17145
H -4.55741 0.42826 3.92099
C -2.31668 2.36905 6.28792
S -0.98824 1.43069 7.10622
O -0.02298 2.55758 7.61205
C -1.94463 0.94316 8.66118
H -3.28955 1.88348 6.21152
H -1.96421 2.49721 5.26447
H -2.39024 3.36105 6.73360
H -2.35082 1.82364 9.15903
H -1.28466 0.37252 9.31457
H -2.78822 0.31381 8.37767
C -0.66433 -7.09748 -0.78000
S -0.80890 -7.44209 -2.62394
O -2.14730 -8.09462 -2.97228
C -0.94035 -5.69570 -3.13322
H -0.90163 -7.99247 -0.20488
H -1.35172 -6.27632 -0.57680
H 0.39209 -6.89072 -0.60876
H -1.16830 -5.45915 -4.17254
H 0.06132 -5.37727 -2.84448
H -1.72214 -5.13309 -2.62296

These are the Mulliken partial charges, in e, on atoms 1 to 8:
1. C -0.86
2. S 0.54
3. O -0.65
4. C -0.88
5. H 0.25
6. H 0.28
7. H 0.37
8. H 0.35



[2]
Here is a cluster of 16 separate species, C28H88O16 in total from the Open Molecules 2025 dataset. Energies are from the ωB97M-V functional and the def2-TZVPD basis.

Calculated values
max |F|	3.19	eV/A
ΔE to the lowest compared entry with this formula, charge and spin	9.2	kcal per mole
multiplicity	1
net charge	0
total energy	-2323.25340	hartree
HOMO-LUMO gap	9.69	eV

Atoms and positions in Å:
O 0.50974 -1.37175 -1.52393
H 0.57410 -2.31908 -1.64500
H 1.41186 -1.05919 -1.59265
O -0.18778 0.62359 0.00618
H -0.25733 1.39172 -0.56073
H 0.03903 -0.09266 -0.58692
C -3.70218 -1.99339 -4.87617
C -2.21435 -1.64407 -4.79731
O -1.46633 -2.54243 -5.54498
H -3.89267 -3.00877 -4.52856
H -4.10521 -1.93489 -5.88724
H -4.21223 -1.26024 -4.25132
H -1.97947 -1.59865 -3.73389
H -1.99834 -0.67032 -5.23691
H -0.61502 -2.14182 -5.73574
C 0.59430 -4.18794 -3.43430
C 1.50592 -4.83326 -2.34777
O 1.30147 -4.18387 -1.08971
H 1.09332 -3.25853 -3.70866
H -0.40326 -3.90718 -3.09645
H 0.56218 -4.61887 -4.43499
H 2.54898 -4.92742 -2.64986
H 1.01346 -5.79143 -2.18196
H 1.24962 -4.83665 -0.38772
C -0.89175 1.84034 -3.03458
C -1.15648 3.26667 -2.58856
O -0.68639 3.23871 -1.25799
H -1.62476 1.13602 -2.64121
H 0.12293 1.51072 -2.81127
H -1.00863 1.62787 -4.09727
H -2.23152 3.44179 -2.63024
H -0.78899 4.04971 -3.25180
H -0.33700 4.12372 -1.13043
C -1.28876 -4.44752 1.10613
C -2.00135 -3.74384 -0.07354
O -3.41726 -3.86499 0.20505
H -1.54643 -4.06289 2.09292
H -0.20162 -4.37646 1.07169
H -1.51305 -5.51274 1.05022
H -1.82987 -4.26894 -1.01321
H -1.55459 -2.76760 -0.26183
H -3.99481 -3.43337 -0.42880
C 1.94697 -2.37568 2.90561
C 3.01561 -1.40437 3.10308
O 4.25343 -1.84998 3.65433
H 2.19806 -3.29165 2.37076
H 1.10066 -1.97846 2.34518
H 1.50401 -2.84976 3.78148
H 2.58247 -0.64239 3.75105
H 3.32230 -0.90545 2.18378
H 4.75164 -1.08578 3.95331
C 3.39381 2.11157 -1.27708
C 4.05250 0.74890 -0.88070
O 3.27013 -0.32844 -1.33509
H 2.38712 2.29126 -0.89974
H 3.37601 2.25177 -2.35789
H 4.04830 2.85673 -0.82489
H 4.06891 0.69358 0.20777
H 5.07125 0.54688 -1.21151
H 3.61408 -1.19934 -1.12336
C -3.73284 0.68948 -0.35595
C -4.34928 0.83319 -1.72572
O -5.53341 0.13795 -1.77986
H -4.49262 0.70550 0.42545
H -3.14909 1.60518 -0.26207
H -3.13424 -0.22121 -0.33553
H -3.72686 0.43655 -2.52782
H -4.65285 1.84900 -1.97889
H -6.14301 0.60698 -1.20539
C 1.63384 3.15188 3.36401
C 1.59162 2.18268 2.19432
O 0.63619 1.19058 2.58254
H 0.68874 3.58342 3.69363
H 2.27436 4.01383 3.17727
H 2.18102 2.64667 4.15992
H 2.58893 1.76527 2.05564
H 1.27512 2.67837 1.27659
H 0.14946 0.91315 1.80298
C 1.15985 -0.38039 6.41370
C -0.17327 -0.17926 5.70840
O -0.28870 1.20916 5.27594
H 1.33069 -1.45682 6.39877
H 1.16714 0.05533 7.41280
H 1.87779 0.06986 5.72819
H -0.94531 -0.42325 6.43814
H -0.14414 -0.76812 4.79161
H 0.01371 1.17986 4.36529
C 0.77171 6.62193 1.22508
C -0.04873 5.91183 0.18661
O 0.70491 5.70072 -0.95895
H 1.05445 7.59160 0.81531
H 1.66654 6.13161 1.60844
H 0.17649 6.88088 2.10074
H -0.96193 6.44482 -0.07811
H -0.28772 4.90152 0.51866
H 0.60920 6.50635 -1.47219
C -3.11580 3.78559 2.10937
C -4.05385 3.93903 3.33704
O -4.92567 5.02382 3.02755
H -2.48230 2.90986 2.25034
H -2.50528 4.67701 1.96531
H -3.67227 3.61528 1.18772
H -3.49822 4.14600 4.25166
H -4.64649 3.04073 3.51004
H -5.63738 5.08071 3.66929
C -3.28588 -0.02954 3.91883
C -2.62502 -1.01381 2.95081
O -3.55192 -2.03380 2.68072
H -4.06253 0.53966 3.40802
H -2.56029 0.69240 4.29357
H -3.71125 -0.60033 4.74427
H -1.78511 -1.48288 3.46328
H -2.23649 -0.47835 2.08454
H -3.28075 -2.59204 1.94829
C 1.33252 -0.40283 -4.87058
C 2.17445 -1.18684 -5.89476
O 1.33050 -1.86981 -6.75898
H 1.91420 0.28056 -4.25194
H 0.83539 -1.06160 -4.15855
H 0.51465 0.17358 -5.30293
H 2.83881 -1.90499 -5.41415
H 2.77515 -0.52133 -6.51474
H 0.93877 -1.14261 -7.24821
C 6.01912 -2.63430 0.02087
C 4.69523 -3.39740 0.18875
O 3.78632 -2.97261 -0.73874
H 6.88446 -3.13004 0.46077
H 5.92152 -1.63212 0.43826
H 6.20974 -2.42667 -1.03206
H 4.32751 -3.23073 1.20122
H 4.86941 -4.46355 0.04354
H 3.10429 -3.64162 -0.83273

These are the Mulliken partial charges, in e, on atoms 1 to 8:
1. O -0.09
2. H -0.35
3. H 0.15
4. O 1.74
5. H -0.64
6. H -0.30
7. C -1.37
8. C 0.76